1.
Below is a structure of composition C4H6OSn in a non-equilibrium geometry, with properties calculated with the ωB97M-V functional and the def2-TZVPD basis.

As for the LUMO energy: -11.319 eV. For the frontier orbital gap, the calculation gives 7.16 eV. The calculation puts the HOMO energy at -18.47 eV. As for the net charge: +2. Its spin multiplicity is 1. The max |F| is 9.92 eV/A.

Each line ends with the Mulliken charge.
Geometry (Å):
C: -2.2577 0.9707 -0.1551  -0.612
C: -2.0566 -0.4182 0.2864  -0.053
C: -0.9058 -1.1149 0.0135  -0.268
C: 0.1830 -0.4480 -0.6376  -0.042
O: 1.2690 -0.2168 -0.0402  -0.298
Sn: 2.8473 0.4687 -0.2884  1.201
H: -2.2651 1.6396 0.7176  0.330
H: -3.2142 1.0647 -0.6884  0.321
H: -2.9652 -1.0093 0.4286  0.396
H: -0.7257 -2.0915 0.4648  0.418
H: 0.2001 -0.5871 -1.7354  0.452
H: -1.2442 1.2312 -0.7556  0.154

2.
Below is a structure of composition C4H6S in a non-equilibrium geometry, with properties calculated with the ωB97M-V functional and the def2-TZVPD basis.

As for the LUMO energy: 0.424 eV. For the frontier orbital gap, the calculation gives 9.80 eV. The calculation puts the HOMO energy at -9.37 eV. Its spin multiplicity is 1. The max |F| is 7.00 eV/A.

Each line ends with the Mulliken charge.
Geometry (Å):
C: -0.8517 -0.4064 -0.2601  -0.628
C: 0.1702 0.7190 -0.0514  -0.286
C: 1.6989 0.4246 -0.3439  -0.232
C: 2.7538 -0.2213 0.0830  -0.282
H: -3.2144 -0.4006 1.2356  0.155
H: -0.6690 -0.6794 -1.2658  0.294
H: -0.5436 -1.0188 0.4006  0.412
H: 0.1485 0.8328 1.0058  0.229
H: -0.5915 1.7625 -0.4052  0.292
H: 3.6860 -1.0706 -0.2296  0.273
S: -2.5871 0.0583 -0.1690  -0.229

3.
Below is an isolated molecule of C4H6S in a non-equilibrium geometry, with properties calculated with the ωB97M-V functional and the def2-TZVPD basis.

As for the LUMO energy: 1.089 eV. For the frontier orbital gap, the calculation gives 9.47 eV. The calculation puts the HOMO energy at -8.38 eV. Its spin multiplicity is 1. The max |F| is 4.54 eV/A.

Each line ends with the Mulliken charge.
Geometry (Å):
C: -1.7786 1.3947 1.2543  -0.610
C: -0.8759 0.7755 0.4678  -0.010
S: 0.7400 0.2938 0.8889  -0.091
C: 0.8802 -0.9425 -0.4573  -0.272
C: 1.8631 -1.1787 -1.2419  -0.444
H: -1.5109 1.7343 2.4037  0.138
H: -2.7396 1.8889 1.0744  0.272
H: -1.0939 0.2721 -0.5630  0.258
H: -0.0471 -1.6241 -0.4672  0.314
H: 1.7364 -2.0172 -1.9773  0.207
H: 2.8264 -0.5969 -1.3823  0.238

4.
Below is an isolated molecule of C4H6S in a non-equilibrium geometry, with properties calculated with the ωB97M-V functional and the def2-TZVPD basis.

As for the LUMO energy: 0.797 eV. For the frontier orbital gap, the calculation gives 9.00 eV. The calculation puts the HOMO energy at -8.20 eV. Its spin multiplicity is 1. The max |F| is 2.56 eV/A.

Each line ends with the Mulliken charge.
Geometry (Å):
C: 0.4314 -1.5091 -1.0796  -0.763
S: 1.2648 0.1230 -1.1360  -0.097
C: 0.3495 0.9407 0.0381  -0.011
C: -0.2257 1.9807 0.6113  -0.099
C: -0.6024 0.5923 1.1977  -0.591
H: 0.6098 -1.9871 -2.1037  0.302
H: -0.6556 -1.2872 -0.8405  0.259
H: 1.1145 -2.2158 -0.6262  0.287
H: -0.6035 3.0599 0.6672  0.305
H: -0.1430 0.3019 2.1863  0.158
H: -1.5400 0.0005 1.0854  0.250

5.
Below is an isolated molecule of C4H6S in a non-equilibrium geometry, with properties calculated with the ωB97M-V functional and the def2-TZVPD basis.

As for the LUMO energy: 0.911 eV. For the frontier orbital gap, the calculation gives 9.65 eV. The calculation puts the HOMO energy at -8.74 eV. Its spin multiplicity is 1. The max |F| is 2.06 eV/A.

Each line ends with the Mulliken charge.
Geometry (Å):
C: -0.0229 1.4344 -0.9862  -0.786
C: -0.2645 0.0998 -1.1020  -0.036
C: -0.1235 -0.9266 0.0043  -0.126
C: 0.4136 -0.6248 1.4430  -0.593
S: -1.3735 -0.8356 1.3457  -0.099
H: 0.3014 1.9004 -0.0428  0.162
H: -0.2264 2.1161 -1.8125  0.252
H: -0.6486 -0.2227 -2.0791  0.294
H: 0.2003 -1.9033 -0.3919  0.409
H: 0.8075 0.3800 1.6162  0.241
H: 0.9366 -1.4178 2.0055  0.282

6.
Below is an isolated molecule of C4H6S2 in a non-equilibrium geometry, with properties calculated with the ωB97M-V functional and the def2-TZVPD basis.

As for the LUMO energy: -0.782 eV. For the frontier orbital gap, the calculation gives 7.61 eV. The calculation puts the HOMO energy at -8.39 eV. Its spin multiplicity is 1. The max |F| is 2.02 eV/A.

Each line ends with the Mulliken charge.
Geometry (Å):
C: 0.5522 -0.0834 -1.2689  -1.295
C: -0.2266 0.2042 0.0090  1.689
C: 0.5993 -0.0097 1.2666  -1.309
S: -1.1116 1.8698 -0.0210  -0.287
C: -1.5561 -0.3161 0.0273  -0.632
S: -2.9143 -1.0540 0.0067  -0.305
H: -0.0921 0.0045 -2.1445  0.363
H: 0.9724 -1.0894 -1.2293  0.356
H: 1.3593 0.6432 -1.3630  0.347
H: 0.8960 -1.0533 1.3579  0.361
H: 0.0306 0.2757 2.1480  0.364
H: 1.4907 0.6085 1.2113  0.348

7.
Below is a cluster of 2 separate species, C4H6S2 in total in a non-equilibrium geometry, with properties calculated with the ωB97M-V functional and the def2-TZVPD basis.

As for the LUMO energy (alpha / beta): -0.115 / -0.405 eV. For the frontier orbital gap (alpha / beta), the calculation gives 7.68 / 7.91 eV. The calculation puts the HOMO energy (alpha / beta) at -7.80 / -8.31 eV. Its spin multiplicity is 1. The max |F| is 4.07 eV/A.

Each line ends with the Mulliken charge.
Geometry (Å):
C: 0.6606 3.2008 1.2540  -0.124
C: -1.1535 1.3036 0.5199  -0.160
C: -0.4222 -2.0863 0.0215  -1.005
C: -0.8633 -0.9867 -0.9054  -0.428
S: 1.9837 3.1660 0.2706  -0.071
S: 0.0454 0.5325 -0.3147  -0.023
H: 0.5959 -1.9951 0.2384  0.378
H: -0.8254 -2.0127 1.0940  0.298
H: -0.6481 -3.1062 -0.4116  0.265
H: -1.8398 -0.6945 -0.9222  0.432
H: -0.4423 -1.0572 -1.9537  0.268
H: 2.9091 3.7360 1.1092  0.170

8.
Below is an isolated molecule of C4H6S3 in a non-equilibrium geometry, with properties calculated with the ωB97M-V functional and the def2-TZVPD basis.

As for the LUMO energy: -0.361 eV. For the frontier orbital gap, the calculation gives 8.38 eV. The calculation puts the HOMO energy at -8.74 eV. Its spin multiplicity is 1. The max |F| is 3.57 eV/A.

Each line ends with the Mulliken charge.
Geometry (Å):
S: -2.7249 -0.8766 -0.0865  -0.250
C: -1.3653 0.0180 0.1001  0.151
C: -0.5817 0.2154 1.4903  -0.578
C: 0.5507 0.9889 0.6216  0.152
C: 1.9964 0.4950 0.4503  -0.775
S: 2.5671 -1.0209 -0.2698  -0.219
S: -0.4608 1.0794 -0.9526  -0.083
H: -0.9834 1.0014 2.1803  0.246
H: -0.3313 -0.7500 2.1675  0.292
H: 0.9919 2.1303 0.6223  0.276
H: 2.4357 0.3159 1.6021  0.265
H: 2.5257 1.2532 -0.1606  0.393
H: 1.6594 -1.1649 -1.4431  0.129

9.
Below is an isolated molecule of C4H6SSi in a non-equilibrium geometry, with properties calculated with the ωB97M-V functional and the def2-TZVPD basis.

As for the LUMO energy (alpha / beta): -0.525 / -0.684 eV. For the frontier orbital gap (alpha / beta), the calculation gives 7.07 / 7.12 eV. The calculation puts the HOMO energy (alpha / beta) at -7.60 / -7.80 eV. Its spin multiplicity is 1. The max |F| is 3.37 eV/A.

Each line ends with the Mulliken charge.
Geometry (Å):
C: 0.5115 1.6406 1.3308  0.110
C: 1.0874 0.4564 1.3491  -0.610
C: -0.5186 1.9376 0.4130  -0.274
C: 0.0749 -0.4057 -0.8334  -0.190
Si: -0.2693 -2.1152 -1.3176  0.368
S: -0.9039 0.9261 -0.9479  0.022
H: 0.8712 2.5168 2.0571  0.256
H: 2.0069 -0.0018 1.4563  0.369
H: -1.3567 2.7352 0.5832  0.251
H: -1.0119 -2.3350 -2.5549  -0.125
H: -1.3982 -2.3589 -0.2391  -0.069
H: 0.9067 -2.9960 -1.2965  -0.109

10.
Below is an isolated molecule of C4H6Si in a non-equilibrium geometry, with properties calculated with the ωB97M-V functional and the def2-TZVPD basis.

As for the LUMO energy: 0.109 eV. For the frontier orbital gap, the calculation gives 9.11 eV. The calculation puts the HOMO energy at -9.00 eV. Its spin multiplicity is 1. The max |F| is 5.89 eV/A.

Each line ends with the Mulliken charge.
Geometry (Å):
C: -2.2828 0.4554 -2.1504  0.399
C: -1.3266 0.5796 -1.4286  -0.540
C: -0.2597 0.6463 -0.5308  -0.675
C: 0.0753 -0.5272 0.2878  -0.358
Si: 1.4972 -0.4358 1.4973  0.433
H: -3.0842 0.3558 -2.8218  0.429
H: 0.3175 1.5496 -0.4482  0.294
H: -0.5440 -1.3970 0.1538  0.402
H: 0.9891 -0.6433 2.8578  -0.118
H: 2.1252 0.8812 1.4023  -0.146
H: 2.4931 -1.4646 1.1808  -0.120

11.
Below is a structure of composition C4H7BI2NSSn in a non-equilibrium geometry, with properties calculated with the ωB97M-V functional and the def2-TZVPD basis.

As for the LUMO energy: -6.696 eV. For the frontier orbital gap, the calculation gives 5.78 eV. The calculation puts the HOMO energy at -12.48 eV. As for the net charge: +1. Its spin multiplicity is 1. The max |F| is 1.99 eV/A.

Each line ends with the Mulliken charge.
Geometry (Å):
C: 0.9494 -1.2399 -1.2633  -1.441
C: 1.4489 -0.4267 -0.0697  -0.305
I: 2.0840 -1.8048 1.4732  0.152
C: 0.3634 0.4869 0.5311  -0.994
I: 1.2909 2.4456 0.9269  0.250
B: -0.9317 0.9154 -0.3877  0.845
N: -1.9713 -0.1803 -0.4961  -0.465
C: -2.3085 -0.7622 0.5069  0.453
S: -2.6261 -1.5594 1.8280  -0.279
H: 0.6787 -0.6138 -2.1129  0.338
H: 1.7403 -1.9191 -1.5786  0.475
H: 0.1054 -1.8564 -0.9556  0.389
H: 2.3373 0.1252 -0.3666  0.483
H: 0.0987 0.1250 1.5255  0.601
H: -0.5610 1.2781 -1.4728  -0.094
H: -1.4897 2.0028 0.1432  -0.035
Sn: -1.2089 2.9835 1.7685  0.625

12.
Below is an isolated molecule of C4H7BO2 in a non-equilibrium geometry, with properties calculated with the ωB97M-V functional and the def2-TZVPD basis.

As for the LUMO energy: 0.608 eV. For the frontier orbital gap, the calculation gives 9.90 eV. The calculation puts the HOMO energy at -9.29 eV. Its spin multiplicity is 1. The max |F| is 4.36 eV/A.

Each line ends with the Mulliken charge.
Geometry (Å):
C: -0.8567 0.0838 2.6337  -0.657
C: 0.3110 0.4983 1.9870  -0.124
B: 0.5510 0.3112 0.4785  0.519
O: 0.1708 1.0235 -0.6075  -0.516
C: -0.2762 0.4181 -1.9782  -0.129
C: 0.3839 -0.9174 -2.0677  -0.043
O: 0.0801 -1.8958 -2.6641  -0.452
H: -0.7129 -0.3490 3.5378  0.280
H: -1.9126 0.1491 2.3042  0.244
H: 1.2168 0.7680 2.6319  0.208
H: 1.0515 -0.6274 0.0141  -0.215
H: 0.0522 1.1057 -2.7585  0.242
H: -1.4136 0.4018 -1.9055  0.229
H: 1.3547 -0.9699 -1.6058  0.415